(1)
# C5H9ClN2O2S

A 2-piece molecular cluster, C5H9ClN2O2S overall in a non-equilibrium geometry (the ωB97M-V functional and the def2-TZVPD basis, the OMol25 dataset).

Positions of all 20 atoms, in Å:
Cl 2.34 -0.16 -1.69
S 1.88 -2.17 0.56
O 1.75 0.55 1.88
O 1.54 2.42 0.72
N 0.66 -1.11 -0.02
N 1.58 1.21 0.87
C 0.87 -0.02 -0.79
C -0.13 1.05 -1.27
C -1.43 0.84 -0.48
C -1.66 -0.61 -0.03
C -0.56 -1.28 0.79
H -2.55 -0.59 0.45
H 0.25 2.01 -1.11
H -0.10 0.93 -2.31
H -0.60 -0.83 1.89
H -2.23 1.20 -1.06
H -1.80 -1.30 -1.00
H 2.52 -1.30 1.53
H -1.51 1.46 0.30
H -0.83 -2.29 0.77

- net charge = 0
- energy above the lowest of the compared OMol25 structures with the same formula, charge and spin (kcal per mole) = 26.2
- M (g/mol) = 196.66
- E_HOMO (eV) = -8.18
- orbital gap (eV) = 8.440


(2)
# C2H6NO2

An isolated ion of composition C2H6NO2 and charge +1 in a non-equilibrium geometry (the ωB97M-V functional and the def2-TZVPD basis, the OMol25 dataset).

Positions of all 11 atoms, in Å:
O 0.15 -0.17 -0.09
O -1.07 -0.68 0.00
N 2.40 0.14 0.01
C -2.39 0.10 0.01
C 1.30 -0.88 0.16
H 1.84 1.01 -0.07
H -3.08 -0.81 0.10
H -2.44 0.84 0.80
H 2.99 0.29 0.88
H 2.97 -0.27 -0.81
H -2.67 0.44 -0.99

- net charge = +1
- energy above the lowest of the compared OMol25 structures with the same formula, charge and spin (kcal per mole) = 179.4
- M (g/mol) = 76.07
- E_HOMO (eV) = -15.15
- orbital gap (eV) = 10.069


(3)
# C11H14N2O2

One molecule with the formula C11H14N2O2 in a non-equilibrium geometry (the ωB97M-V functional and the def2-TZVPD basis, the OMol25 dataset).

Positions of all 29 atoms, in Å:
O -3.68 0.76 -0.67
O -2.20 0.07 0.89
N 1.59 0.37 0.36
N 1.70 0.20 -1.00
C 2.77 0.00 0.87
C -1.10 0.66 0.23
C -4.50 -0.23 1.32
C 3.25 -0.05 2.15
C 4.90 -1.20 -0.29
C 0.46 0.55 -1.71
C -0.86 -0.09 -1.13
C 3.73 -0.57 -0.39
C -3.46 0.21 0.37
C 2.87 -0.21 -1.50
C -5.74 0.15 0.93
H 5.38 -1.38 0.63
H 0.41 1.59 -1.73
H -5.89 0.79 0.05
H -0.28 0.65 0.96
H 5.44 -1.42 -1.17
H 2.55 0.25 2.95
H 0.45 0.15 -2.71
H -6.66 -0.28 1.30
H -0.81 -1.12 -0.88
H -4.48 -0.83 2.16
H -1.52 1.66 0.02
H 4.17 -0.56 2.38
H -1.59 -0.01 -1.94
H 3.10 -0.12 -2.45

- net charge = 0
- energy above the lowest of the compared OMol25 structures with the same formula, charge and spin (kcal per mole) = 20.8
- M (g/mol) = 206.25
- E_HOMO (alpha / beta) (eV) = -6.10 / -9.94
- multiplicity = 3
- orbital gap (alpha / beta) (eV) = 6.760 / 8.680


(4)
# C3H10OS2

A 2-piece molecular cluster, C3H10OS2 overall in a non-equilibrium geometry (the ωB97M-V functional and the def2-TZVPD basis, the OMol25 dataset).

Positions of all 16 atoms, in Å:
S 0.94 0.84 -0.86
S 1.49 -0.16 0.74
O 0.40 -0.40 3.56
C -2.00 0.94 -1.38
C -0.68 1.69 -1.24
C 1.71 -1.93 0.08
H -2.17 0.67 -2.45
H -0.25 2.12 -2.15
H -2.24 0.07 -0.78
H 1.07 0.10 3.21
H -0.77 2.40 -0.34
H 0.33 -1.17 3.01
H -2.90 1.76 -1.16
H 2.12 -2.68 0.73
H 2.22 -1.77 -0.88
H 0.74 -2.48 -0.09

- net charge = 0
- energy above the lowest of the compared OMol25 structures with the same formula, charge and spin (kcal per mole) = 41.1
- M (g/mol) = 126.25
- E_HOMO (eV) = -8.68
- orbital gap (eV) = 9.351


(5)
# C7H6N2O5S

One molecule with the formula C7H6N2O5S in a non-equilibrium geometry (the ωB97M-V functional and the def2-TZVPD basis, the OMol25 dataset).

Positions of all 21 atoms, in Å:
S 2.30 -0.31 1.33
O 2.78 0.75 2.12
O 2.99 -2.19 -0.98
O 2.96 2.16 -0.03
O 4.36 1.24 -1.39
O 2.76 -1.62 1.61
N 2.90 -0.03 -0.36
N 3.40 1.21 -0.65
C 3.22 -1.02 -1.23
C -1.94 0.23 -0.02
C 0.62 -0.14 0.88
C 0.10 1.16 0.73
C -1.22 1.31 0.44
C -1.45 -1.06 0.09
C -0.10 -1.26 0.48
H 3.46 -0.65 -2.23
H 0.67 2.00 1.03
H -3.04 0.29 -0.20
H 0.37 -2.12 0.85
H -1.96 -1.98 -0.11
H -1.56 2.30 0.54

- net charge = 0
- energy above the lowest of the compared OMol25 structures with the same formula, charge and spin (kcal per mole) = 0.0
- M (g/mol) = 230.20
- E_HOMO (eV) = -10.55
- orbital gap (eV) = 10.116


(6)
# C42H52PS5W

C42H52PS5W as an isolated structure in a non-equilibrium geometry (the ωB97M-V functional and the def2-TZVPD basis, the OMol25 dataset).

Positions of all 101 atoms, in Å:
W 0.23 0.79 -0.91
S -1.19 1.53 -2.76
S 1.54 2.55 -1.50
S -1.12 3.97 -4.54
S 0.09 6.49 -5.54
S 1.43 4.88 -3.43
P -1.76 1.42 0.71
C 0.22 0.53 4.82
C 2.11 0.43 0.68
C -0.94 1.28 4.75
C 0.21 0.32 2.39
C 2.94 -0.26 -0.22
C -1.08 -3.64 -4.05
C 0.15 5.17 -4.59
C 0.91 -1.69 1.02
C -1.54 -1.89 -1.96
C -2.48 -2.83 -2.28
C -2.90 -1.04 1.19
C 2.77 1.68 1.28
C 3.86 -2.31 -1.34
C -4.40 0.83 1.69
C -3.99 0.25 -0.67
C 0.93 -3.32 2.91
C -0.69 -3.69 1.07
C -2.26 3.25 0.60
C -0.96 1.08 2.33
C 1.72 -0.64 -3.17
C -1.51 1.55 3.53
C -1.04 4.11 0.25
C -2.84 3.85 1.89
C 0.04 -2.61 1.87
C -3.32 0.34 0.71
C 0.78 0.06 3.64
C 1.96 -1.53 -4.24
C 1.82 -2.31 0.17
C 0.76 3.40 -2.79
C 5.17 -2.47 -0.55
C -0.42 2.98 -3.29
C 2.83 -1.62 -0.48
C 1.07 -2.52 -4.53
C -0.33 -1.77 -2.68
C 3.85 1.21 2.26
C 1.92 2.76 1.94
C -2.24 -3.73 -3.33
C -0.11 -2.66 -3.75
C -3.28 3.43 -0.54
C 0.98 -0.27 1.23
C 0.61 -0.74 -2.36
C 3.39 -3.65 -1.89
H -1.38 5.15 0.19
H -2.71 -1.04 2.27
H -0.60 3.86 -0.71
H -4.53 1.16 -0.92
H -0.28 4.08 1.03
H 0.69 0.31 5.77
H 2.85 -1.40 -4.85
H 1.58 2.47 2.94
H 3.77 0.29 -0.65
H -4.29 3.19 -0.21
H 0.31 -3.94 3.55
H -4.88 1.74 1.36
H 3.35 -4.41 -1.10
H 4.08 -4.01 -2.64
H 1.66 -3.96 2.41
H 2.52 3.66 2.05
H 2.45 0.14 -3.00
H -1.44 -4.17 1.70
H -1.72 -1.22 -1.13
H -2.00 -1.41 0.71
H -3.66 3.29 2.32
H 1.48 -2.62 3.55
H 1.70 -0.51 3.68
H 5.56 -1.51 -0.21
H 3.30 2.15 0.45
H 4.44 2.07 2.60
H 3.41 0.75 3.15
H -2.98 -4.48 -3.58
H 4.54 0.49 1.81
H 1.05 3.02 1.35
H -3.27 4.48 -0.82
H -0.01 -4.47 0.74
H -3.22 4.84 1.63
H -2.41 2.15 3.51
H 5.93 -2.95 -1.17
H -3.41 -2.88 -1.71
H -2.06 4.00 2.64
H -0.89 -4.33 -4.87
H -4.03 0.96 2.71
H 2.40 -3.58 -2.35
H -0.68 -2.01 2.41
H -4.72 -0.56 -0.63
H 5.00 -3.10 0.33
H -5.17 0.05 1.73
H -3.70 -1.75 0.98
H -3.05 2.86 -1.43
H -1.40 1.67 5.66
H -1.19 -3.30 0.19
H -3.30 0.04 -1.50
H 4.06 -1.64 -2.18
H 1.24 -3.19 -5.36
H 1.74 -3.38 0.05

- net charge = +1
- energy above the lowest of the compared OMol25 structures with the same formula, charge and spin (kcal per mole) = 2.6
- M (g/mol) = 932.03
- E_HOMO (alpha / beta) (eV) = -9.80 / -9.86
- multiplicity = 3
- orbital gap (alpha / beta) (eV) = 5.853 / 5.576


(7)
# C22H57N3O10

A 5-piece molecular cluster, C22H57N3O10 overall in a non-equilibrium geometry (the ωB97M-V functional and the def2-TZVPD basis, the OMol25 dataset).

Positions of all 92 atoms, in Å:
O 9.41 20.46 0.82
O 12.03 18.99 1.48
O 9.30 19.37 5.23
O 14.45 24.73 3.84
O 7.94 21.18 7.18
O 8.08 16.86 8.41
O 6.24 21.74 12.12
O 9.09 26.11 2.64
O 11.17 24.78 12.25
O 12.17 21.40 9.61
N 12.58 24.14 9.70
N 11.74 24.07 3.14
N 7.20 18.96 10.56
C 9.92 20.41 6.03
C 8.35 15.56 7.82
C 12.35 22.01 8.37
C 10.13 24.97 13.29
C 7.72 26.54 2.74
C 9.21 24.71 2.97
C 12.53 20.02 9.69
C 10.78 25.33 10.99
C 11.70 23.35 8.80
C 8.16 17.88 10.66
C 5.30 20.79 12.68
C 7.67 20.38 10.62
C 12.24 25.42 3.50
C 13.36 25.39 4.51
C 11.97 25.50 9.99
C 15.58 24.58 4.69
C 10.84 18.92 2.17
C 9.91 20.12 2.12
C 10.49 24.18 2.28
C 6.56 21.41 10.77
C 8.92 21.61 6.17
C 7.60 16.72 9.73
H 4.39 21.14 13.16
H 10.52 20.94 2.51
H 8.31 24.21 2.59
H 7.51 14.88 7.91
H 7.09 22.22 10.28
H 11.50 26.03 4.01
H 12.32 23.53 2.51
H 11.95 18.61 0.60
H 10.55 24.73 14.27
H 12.77 26.09 10.44
H 10.20 19.99 6.99
H 5.87 21.10 9.99
H 15.83 25.55 5.11
H 10.33 17.99 1.93
H 9.86 18.59 5.22
H 13.42 22.08 8.17
H 13.67 26.41 4.71
H 10.57 26.37 11.25
H 8.08 20.53 9.62
H 9.91 24.83 10.56
H 8.49 21.82 5.19
H 13.60 19.80 9.59
H 7.60 27.51 2.27
H 10.76 23.23 9.33
H 10.76 20.60 5.37
H 9.32 24.36 4.00
H 11.13 18.88 3.22
H 11.56 23.93 7.89
H 6.52 16.70 9.59
H 6.72 18.88 9.68
H 7.42 26.71 3.77
H 12.51 23.46 10.43
H 11.84 21.42 7.61
H 15.45 23.97 5.58
H 13.15 24.93 5.47
H 9.10 19.93 2.82
H 9.08 18.32 10.28
H 7.72 20.24 7.14
H 4.89 20.03 12.02
H 8.58 15.68 6.76
H 10.36 23.17 1.87
H 8.44 20.51 11.38
H 12.00 19.44 8.94
H 5.88 20.10 13.30
H 8.40 17.52 11.66
H 16.52 24.29 4.22
H 7.91 15.76 10.14
H 9.26 15.15 8.25
H 10.77 24.74 1.39
H 9.79 26.00 13.22
H 9.38 22.52 6.56
H 6.94 25.89 2.34
H 10.20 20.58 0.29
H 9.23 24.40 13.07
H 12.50 25.95 2.59
H 11.67 26.07 9.11
H 12.30 19.73 10.71

- net charge = +1
- energy above the lowest of the compared OMol25 structures with the same formula, charge and spin (kcal per mole) = 0.0
- M (g/mol) = 523.71
- E_HOMO (alpha / beta) (eV) = -10.36 / -10.36
- multiplicity = 2
- orbital gap (alpha / beta) (eV) = 7.761 / 2.756


(8)
# C5H7NO2

A 2-piece molecular cluster, C5H7NO2 overall in a non-equilibrium geometry (the ωB97M-V functional and the def2-TZVPD basis, the OMol25 dataset).

Positions of all 15 atoms, in Å:
O 1.69 -1.90 -0.44
O -1.07 -0.76 -2.55
N 0.80 2.40 -1.69
C 1.10 1.52 -0.90
C 1.02 0.49 -0.12
C 0.54 -0.19 1.11
C -0.92 -0.62 1.54
C 1.24 -0.93 0.03
H -0.99 -0.84 -3.49
H 1.11 -0.06 2.00
H -0.19 -0.88 -2.08
H -1.60 -0.98 0.77
H -0.90 -1.30 2.34
H -1.29 0.38 1.93
H 1.36 3.28 -1.86

- net charge = 0
- energy above the lowest of the compared OMol25 structures with the same formula, charge and spin (kcal per mole) = 90.8
- M (g/mol) = 113.12
- E_HOMO (eV) = -9.16
- orbital gap (eV) = 9.348


(9)
# C4H8

One molecule with the formula C4H8 in a non-equilibrium geometry (the ωB97M-V functional and the def2-TZVPD basis, the OMol25 dataset).

Positions of all 12 atoms, in Å:
C -0.82 0.99 0.41
C -1.25 -0.39 -0.05
C 0.05 -0.21 0.66
C 1.36 -0.35 -0.38
H 1.44 -1.40 -0.73
H 0.85 -0.62 1.21
H 2.37 -0.09 0.02
H -2.18 -0.81 0.35
H -1.45 1.51 1.13
H 1.11 0.33 -1.18
H -1.10 -0.63 -1.10
H -0.40 1.67 -0.34

- net charge = 0
- energy above the lowest of the compared OMol25 structures with the same formula, charge and spin (kcal per mole) = 57.5
- M (g/mol) = 56.11
- E_HOMO (eV) = -9.77
- orbital gap (eV) = 11.068


(10)
# C2H5ClNS

A 2-piece molecular cluster, C2H5ClNS overall in a non-equilibrium geometry (the ωB97M-V functional and the def2-TZVPD basis, the OMol25 dataset).

Positions of all 10 atoms, in Å:
Cl 0.20 -2.28 -0.29
S 2.57 1.06 0.20
N -0.23 0.42 0.75
C 1.01 0.80 0.04
C -0.28 0.86 -0.68
H -0.37 -0.60 0.85
H -0.61 -0.02 -1.19
H -0.75 -3.13 -0.05
H -0.92 1.77 -1.05
H -0.61 1.12 1.43

- net charge = +1
- energy above the lowest of the compared OMol25 structures with the same formula, charge and spin (kcal per mole) = 33.7
- M (g/mol) = 110.59
- E_HOMO (eV) = -14.32
- orbital gap (eV) = 8.609


(11)
# C26H68CuO26S8

C26H68CuO26S8 as an isolated structure in a non-equilibrium geometry (the ωB97M-V functional and the def2-TZVPD basis, the OMol25 dataset).

Positions of all 129 atoms, in Å:
Cu -0.38 2.88 2.39
S -3.73 -5.31 2.85
S -0.60 1.03 5.38
S 3.03 2.15 2.79
S -0.80 3.29 -8.00
S 3.10 -1.45 -3.36
S -6.24 2.32 -3.22
S 2.07 -3.59 2.70
S 4.51 3.13 -1.80
O 3.23 -2.67 -4.13
O -5.31 2.11 -4.37
O -1.94 3.81 -6.95
O -2.30 1.12 5.20
O -6.03 3.44 -2.29
O 4.54 4.51 -2.37
O -6.04 1.01 -2.33
O 2.71 1.23 4.09
O -4.27 -5.69 4.16
O 4.15 2.97 3.12
O 3.19 -3.51 4.04
O 2.59 -0.21 -3.96
O 0.30 4.26 -8.07
O 1.10 -4.66 2.99
O -0.05 1.99 4.42
O 1.78 2.58 2.27
O 2.25 -1.77 -2.01
O 5.29 2.74 -0.67
O -0.59 1.86 -7.69
O -0.68 0.85 1.60
O -1.41 3.68 0.56
O 4.90 2.12 -3.09
O -4.17 -5.97 1.61
O 2.94 -3.64 1.53
O -3.90 -3.61 2.71
O -0.19 -0.39 5.44
C 5.72 2.56 -4.18
C -4.29 0.16 4.32
C 0.91 -2.16 -2.14
C -1.93 -5.43 2.91
C -4.82 0.87 -1.55
C -2.90 0.67 3.99
C -1.60 2.49 -0.22
C -3.87 -3.02 1.44
C 2.83 2.55 -1.62
C -8.00 2.04 -3.66
C -2.47 -2.47 1.12
C 4.89 -4.61 5.39
C 4.74 3.26 -5.19
C -2.01 2.54 -4.77
C 3.61 0.73 1.57
C -4.38 -0.64 -1.59
C 3.89 0.94 5.00
C 4.76 -1.14 -2.64
C -1.73 3.47 -9.57
C -0.44 1.68 7.07
C 1.19 -2.00 2.90
C 3.68 -0.36 5.71
C 3.55 -4.69 4.71
C -0.81 1.09 0.20
C 0.76 -3.43 -1.20
C -2.74 2.91 -6.15
H -1.54 -6.44 3.03
H 0.20 -1.35 -2.00
H 5.22 -0.34 -3.23
H -2.37 -0.13 3.48
H 6.30 1.77 -4.67
H 4.03 1.70 5.77
H 2.74 -0.37 6.24
H 0.20 1.35 -0.09
H -1.02 3.16 -10.34
H -1.01 2.13 -4.91
H -1.60 -4.98 3.85
H 4.74 -0.71 -1.64
H 2.19 2.88 -2.44
H -1.36 -4.90 2.15
H -8.13 0.97 -3.83
H -5.01 -1.32 -1.01
H -2.29 -1.63 1.78
H -2.23 4.44 -9.59
H -4.47 -0.19 5.34
H 1.84 -1.22 3.30
H 3.79 -0.18 2.15
H -1.23 1.30 7.71
H -1.69 -3.22 1.25
H -8.67 2.35 -2.85
H 0.59 1.37 7.25
H 3.82 -1.02 4.85
H 3.68 -5.53 4.03
H 4.13 4.05 -4.75
H -2.70 1.47 3.28
H -2.97 1.96 -6.64
H -3.96 1.37 -1.99
H -4.11 -3.66 0.59
H 2.83 1.46 -1.62
H -1.42 2.78 -1.25
H -4.98 1.37 -0.59
H 4.79 0.88 4.39
H 0.22 -4.27 -1.64
H 4.97 -3.82 6.14
H -2.47 -2.23 0.06
H 4.45 1.04 0.94
H -1.13 0.28 -0.45
H -8.22 2.63 -4.55
H -4.63 -2.26 1.58
H -4.36 -0.98 -2.62
H 2.72 0.34 1.08
H 0.66 -1.66 2.01
H -0.46 2.76 6.97
H -5.05 0.92 4.15
H 0.48 -2.16 3.71
H 4.03 2.47 -5.44
H -1.84 3.27 -3.97
H 2.54 2.95 -0.64
H 5.03 -5.49 6.02
H 0.80 -2.46 -3.18
H -4.53 -0.66 3.65
H -2.59 2.80 -9.46
H 5.23 -2.12 -2.68
H -3.64 3.49 -5.94
H 1.68 -3.91 -0.88
H -2.49 1.66 -4.34
H 5.70 -4.61 4.67
H 4.38 -0.49 6.53
H -3.42 -0.72 -1.09
H 6.46 3.23 -3.75
H -2.68 2.29 -0.19
H 5.22 3.70 -6.07
H 0.40 -3.27 -0.18
H 2.58 -4.93 5.17

- net charge = +1
- M (g/mol) = 1116.89
- E_HOMO (alpha / beta) (eV) = -12.46 / -12.46
- multiplicity = 3
- orbital gap (alpha / beta) (eV) = 9.341 / 6.078


(12)
# C11H19HgNO

C11H19HgNO as an isolated structure in a non-equilibrium geometry (the ωB97M-V functional and the def2-TZVPD basis, the OMol25 dataset).

Positions of all 33 atoms, in Å:
Hg -0.56 -0.41 -0.19
O 0.60 0.18 2.05
N -1.91 -1.85 0.79
C 0.10 -1.38 3.78
C 1.17 1.89 -0.75
C -0.14 1.85 -0.13
C -1.12 1.68 -1.20
C 0.22 0.08 3.34
C -0.39 1.62 -2.43
C 1.31 0.76 4.19
C -0.43 -2.47 -0.36
C 1.00 1.74 -2.15
C 0.96 -2.00 -0.34
C -1.12 0.77 3.63
H -2.19 1.77 -1.07
H -0.83 -2.72 -1.35
H 2.26 0.27 4.00
H -0.84 1.57 -3.43
H -2.64 -2.04 0.07
H -1.35 0.75 4.71
H -0.19 -1.45 4.84
H 1.08 0.73 5.26
H 1.06 -1.88 3.64
H -0.37 2.13 0.89
H -1.92 0.26 3.08
H 1.79 1.79 -2.89
H -1.08 1.81 3.30
H 1.50 -2.06 0.60
H 2.10 2.06 -0.22
H 1.48 -2.00 -1.29
H -0.65 -1.89 3.16
H -0.31 -3.39 0.23
H 1.41 1.81 3.87

- net charge = -2
- M (g/mol) = 381.87
- E_HOMO (eV) = 1.35
- orbital gap (eV) = 4.632